--- a ---
Below is 14 unconnected molecules or ions with the total composition C35H105N21O14, with properties calculated with ωB97M-V/def2-TZVPD.

Values from the calculation:
**Total charge**: 0
**E_HOMO**: -8.57 eV
**LUMO level**: 0.009 hartree

Each line ends with the Mulliken charge.
CARTESIAN COORDINATES (ANGSTROEM)
C 0.460 -2.000 -5.079  -0.895
C 1.930 -2.088 -4.938  2.455
C 2.395 -3.166 -3.928  -1.175
O 1.674 -2.929 -2.679  0.208
C 2.187 -3.698 -1.607  -0.348
N 2.671 -2.357 -6.138  -0.719
H 0.082 -3.019 -5.329  0.384
H 0.033 -1.210 -5.709  0.397
H 0.113 -1.900 -4.012  -0.191
H 2.295 -1.151 -4.487  -1.398
H 3.465 -3.141 -3.817  0.419
H 2.110 -4.183 -4.259  0.295
H 3.299 -3.798 -1.683  0.462
H 1.832 -4.733 -1.588  0.313
H 2.031 -3.223 -0.600  -0.506
H 3.059 -1.572 -6.679  0.265
H 2.096 -2.932 -6.773  0.270
C -4.629 -1.123 -4.312  -1.341
C -3.880 0.234 -4.263  1.136
C -4.698 1.305 -4.905  -0.772
O -4.960 1.040 -6.262  -0.316
C -5.368 2.240 -6.895  -0.692
N -3.713 0.660 -2.847  -0.570
H -4.689 -1.520 -5.328  0.383
H -5.683 -1.025 -4.101  0.376
H -4.107 -1.871 -3.689  0.105
H -2.894 0.199 -4.784  -0.028
H -4.092 2.209 -4.808  0.245
H -5.580 1.440 -4.282  0.357
H -6.417 2.544 -6.682  0.261
H -5.264 2.215 -7.971  0.290
H -4.727 3.080 -6.574  0.280
H -3.297 -0.065 -2.217  -0.083
H -3.310 1.540 -2.792  0.365
C 4.074 -2.941 2.123  -1.215
C 3.322 -1.605 2.385  1.362
C 3.215 -1.183 3.823  -0.666
O 4.488 -0.771 4.190  -0.557
C 4.638 -0.476 5.549  -0.700
N 3.999 -0.598 1.604  0.107
H 5.150 -2.683 2.208  0.374
H 3.813 -3.147 1.091  0.285
H 3.653 -3.726 2.861  0.248
H 2.291 -1.714 2.015  -0.871
H 2.824 -2.025 4.353  0.768
H 2.525 -0.299 3.976  0.105
H 4.474 -1.328 6.203  0.306
H 3.816 0.293 5.749  0.214
H 5.597 -0.101 5.770  0.275
H 5.002 -0.674 1.580  0.274
H 3.789 0.374 1.904  -0.324
C 4.593 0.613 -2.399  -1.862
C 3.141 0.885 -2.068  1.363
C 2.299 1.275 -3.316  -0.469
O 2.405 2.644 -3.746  -0.298
C 1.826 2.904 -4.959  -0.821
N 2.544 -0.292 -1.365  0.168
H 4.674 -0.059 -3.245  0.356
H 5.025 0.237 -1.444  0.304
H 5.090 1.600 -2.666  0.408
H 3.023 1.686 -1.296  -0.410
H 1.263 0.935 -3.182  0.445
H 2.704 0.576 -4.121  0.166
H 0.791 3.116 -4.816  0.207
H 1.868 2.017 -5.638  0.247
H 2.212 3.841 -5.328  0.314
H 3.081 -0.408 -0.505  -0.345
H 2.761 -1.104 -1.913  0.038
C -3.250 -6.086 2.547  -0.954
C -1.884 -6.590 3.070  1.079
C -1.128 -5.471 3.735  -1.191
O -0.594 -4.555 2.746  0.113
C 0.355 -5.103 1.910  -0.199
N -1.976 -7.724 3.981  -0.804
H -3.884 -5.865 3.422  0.354
H -3.772 -6.873 1.991  0.382
H -3.153 -5.248 1.880  -0.022
H -1.244 -6.841 2.169  0.022
H -0.282 -5.804 4.376  0.386
H -1.785 -4.907 4.372  0.278
H -0.045 -5.851 1.245  0.243
H 1.258 -5.523 2.394  0.436
H 0.736 -4.249 1.339  -0.455
H -2.530 -8.419 3.587  0.274
H -1.112 -8.263 4.072  0.254
C -3.022 -5.913 -1.258  -1.217
C -3.045 -4.397 -1.544  0.677
C -3.385 -3.864 -0.186  0.463
O -4.575 -4.411 0.353  -0.331
C -5.778 -3.764 -0.160  -0.816
N -1.775 -3.932 -1.982  -0.246
H -4.007 -6.247 -0.925  0.347
H -2.306 -6.092 -0.446  0.049
H -2.673 -6.465 -2.106  0.415
H -3.886 -4.099 -2.258  0.013
H -3.456 -2.768 -0.193  0.399
H -2.510 -4.096 0.472  -0.913
H -5.653 -2.699 -0.266  0.341
H -6.592 -3.910 0.542  0.280
H -6.090 -4.219 -1.153  0.256
H -1.735 -3.922 -3.019  0.290
H -1.596 -2.948 -1.746  -0.119
C -0.494 -1.414 0.876  1.109
C -0.896 -0.381 -0.192  0.376
C -0.279 0.995 -0.068  0.408
O -0.547 1.598 1.182  0.589
C 0.621 2.174 1.897  0.424
N -0.692 -0.929 -1.535  1.083
H 0.441 -1.847 0.597  -0.908
H -1.232 -2.241 0.849  -0.617
H -0.303 -0.996 1.863  -0.467
H -1.991 -0.280 0.011  -0.033
H -0.658 1.650 -0.917  -0.246
H 0.778 0.909 -0.288  -0.569
H 0.840 1.493 2.771  -0.391
H 0.287 3.191 2.099  0.189
H 1.483 2.229 1.223  -0.221
H 0.225 -1.077 -1.788  -0.552
H -1.074 -0.286 -2.267  -0.022
C -0.606 -0.347 5.140  0.695
O 0.483 0.252 5.253  -0.611
N -1.750 0.283 5.562  -0.447
N -0.748 -1.588 4.617  -0.192
H -2.498 -0.220 5.992  0.216
H -1.524 1.220 5.929  0.104
H -0.035 -1.930 4.012  -0.038
H -1.678 -1.892 4.527  0.204
C -1.336 4.259 -2.585  0.164
O -1.017 3.125 -2.872  -0.371
N -2.449 4.622 -1.884  -0.381
N -0.514 5.279 -3.044  -0.281
H -2.375 5.394 -1.203  0.246
H -2.906 3.779 -1.551  0.266
H -0.747 6.287 -2.977  0.191
H 0.210 5.040 -3.713  0.151
C -0.341 6.416 0.200  0.261
O -1.475 6.893 0.191  -0.755
N 0.692 7.240 0.089  -0.387
N -0.182 5.043 0.428  0.638
H 1.587 6.792 0.289  0.277
H 0.627 8.221 0.367  0.271
H 0.736 4.666 0.518  -0.024
H -1.021 4.435 0.340  -0.353
C 3.467 4.702 -0.635  0.500
O 2.999 5.363 0.302  -0.744
N 2.914 4.787 -1.837  -0.324
N 4.644 4.027 -0.506  -0.408
H 2.966 3.955 -2.444  0.233
H 2.042 5.265 -2.017  0.252
H 4.939 3.487 -1.367  0.169
H 4.903 3.753 0.489  0.364
C 3.741 3.061 2.949  0.324
O 4.526 2.747 2.012  -0.796
N 3.207 4.305 2.957  -0.136
N 3.543 2.167 3.950  -0.162
H 2.716 4.586 3.793  0.107
H 3.370 4.785 2.077  0.184
H 2.626 2.056 4.349  -0.030
H 4.085 1.321 4.012  0.414
C -2.848 3.985 1.872  0.456
O -3.239 3.955 0.706  -0.672
N -2.639 5.230 2.391  -0.247
N -2.706 2.861 2.652  -0.376
H -2.587 5.376 3.407  0.199
H -2.832 5.988 1.754  0.232
H -2.251 2.893 3.541  0.350
H -2.498 2.035 2.090  0.087
C -0.057 3.875 5.649  0.486
O -1.063 3.519 5.106  -0.655
N 0.171 5.238 5.967  -0.513
N 0.911 3.039 6.086  -0.179
H 1.111 5.459 6.245  0.195
H -0.229 5.961 5.403  0.240
H 1.641 3.430 6.723  0.204
H 0.763 1.990 6.068  0.137

***

--- b ---
Below is 14 unconnected molecules or ions with the total composition C35H105N21O14, with properties calculated with ωB97M-V/def2-TZVPD.

Values from the calculation:
**Total charge**: 0
**E_HOMO**: -9.10 eV
**LUMO level**: -0.014 hartree

Each line ends with the Mulliken charge.
CARTESIAN COORDINATES (ANGSTROEM)
C 4.899 0.151 6.588  0.620
O 4.943 0.928 7.458  -0.604
N 5.099 0.438 5.350  -0.316
N 4.697 -1.093 6.866  -0.348
H 5.562 -0.229 4.750  0.176
H 5.193 1.376 4.986  0.172
H 4.763 -1.897 6.258  0.110
H 4.494 -1.307 7.832  0.201
C -3.105 5.684 0.663  0.607
O -3.651 6.763 0.234  -0.693
N -3.577 4.872 1.572  -0.341
N -2.028 5.163 0.106  -0.340
H -4.335 5.145 2.180  0.193
H -3.328 3.901 1.448  0.192
H -1.582 5.713 -0.614  0.207
H -1.577 4.434 0.640  0.177
C -8.048 2.332 -1.310  0.678
O -8.045 1.505 -2.169  -0.656
N -8.001 3.612 -1.523  -0.380
N -8.322 1.957 -0.090  -0.447
H -7.756 3.855 -2.472  0.223
H -8.549 4.194 -0.906  0.199
H -8.400 2.608 0.679  0.162
H -8.631 1.002 0.030  0.229
C 3.900 7.898 -0.410  0.663
O 3.381 8.980 -0.772  -0.684
N 3.544 6.706 -0.867  -0.360
N 4.607 7.789 0.633  -0.288
H 2.862 6.778 -1.608  0.186
H 3.958 5.832 -0.574  0.171
H 5.030 8.579 1.100  0.199
H 4.910 6.908 1.024  0.123
C 7.132 -0.793 -0.922  0.631
O 8.260 -1.108 -0.665  -0.686
N 6.189 -1.131 -0.096  -0.296
N 6.874 -0.358 -2.130  -0.357
H 6.513 -1.498 0.788  0.181
H 5.247 -0.774 -0.156  0.159
H 7.526 -0.517 -2.885  0.213
H 5.919 -0.150 -2.387  0.158
C 2.139 -4.049 -2.704  0.705
O 1.211 -3.210 -2.638  -0.650
N 1.968 -5.364 -2.911  -0.377
N 3.376 -3.731 -2.478  -0.346
H 2.770 -5.977 -2.949  0.144
H 1.056 -5.767 -3.071  0.205
H 3.698 -2.777 -2.399  0.157
H 4.090 -4.430 -2.627  0.152
C 2.334 1.830 -4.436  0.684
O 3.277 1.728 -3.681  -0.673
N 1.409 0.933 -4.535  -0.309
N 2.147 2.817 -5.250  -0.406
H 0.711 1.084 -5.249  0.132
H 1.308 0.024 -4.105  0.162
H 2.774 3.603 -5.148  0.243
H 1.243 2.900 -5.693  0.174
C 1.039 1.616 1.723  -1.618
C 0.499 0.351 1.201  0.629
C -0.744 0.541 0.292  -0.779
O -1.893 1.106 0.940  -0.122
C -2.994 0.855 0.169  -1.054
N 1.587 -0.048 0.310  -0.612
H 0.315 2.072 2.398  0.384
H 1.437 2.334 1.006  0.269
H 1.849 1.403 2.421  0.361
H 0.354 -0.315 2.051  0.326
H -1.043 -0.426 -0.111  0.388
H -0.456 1.198 -0.529  0.303
H -2.939 1.319 -0.816  0.404
H -3.897 1.310 0.574  0.287
H -3.263 -0.192 0.029  0.402
H 1.260 -0.973 0.069  0.234
H 1.547 0.364 -0.611  0.182
C -2.541 2.084 6.142  -1.435
C -2.424 0.894 7.049  0.453
C -1.167 0.033 6.709  -0.418
O -1.498 -1.405 7.031  -0.372
C -0.394 -2.242 6.637  -0.512
N -2.298 1.440 8.340  -0.742
H -3.241 2.859 6.454  0.437
H -2.800 1.794 5.124  0.240
H -1.552 2.525 6.016  0.338
H -3.300 0.245 7.016  0.273
H -0.280 0.445 7.190  0.326
H -0.875 0.152 5.666  0.169
H -0.666 -3.296 6.685  0.256
H 0.491 -2.134 7.264  0.278
H -0.079 -1.902 5.650  0.146
H -2.910 2.216 8.131  0.286
H -1.411 1.910 8.446  0.285
C -9.366 5.568 -5.912  -1.392
C -8.262 6.519 -6.322  0.420
C -6.968 6.246 -5.556  -0.824
O -6.627 4.823 -5.643  -0.362
C -5.382 4.556 -4.988  -0.779
N -7.959 6.249 -7.714  -0.791
H -10.269 5.522 -6.520  0.380
H -9.640 5.824 -4.889  0.343
H -8.930 4.579 -5.768  0.258
H -8.622 7.539 -6.188  0.394
H -7.015 6.628 -4.536  0.463
H -6.082 6.735 -5.962  0.421
H -4.983 3.542 -5.011  0.284
H -5.439 4.775 -3.922  0.284
H -4.640 5.269 -5.347  0.318
H -7.411 7.048 -7.999  0.253
H -7.328 5.460 -7.699  0.329
C -3.731 -2.494 -4.889  -1.524
C -3.335 -2.956 -6.269  0.823
C -2.225 -4.094 -6.293  -0.721
O -1.741 -4.174 -7.620  -0.410
C -0.655 -3.230 -7.888  -0.689
N -4.573 -3.322 -6.987  -0.805
H -4.085 -3.369 -4.345  0.285
H -4.439 -1.665 -4.883  0.389
H -2.870 -2.170 -4.304  0.326
H -3.050 -2.043 -6.792  0.236
H -2.813 -4.982 -6.062  0.393
H -1.447 -3.802 -5.588  0.386
H 0.237 -3.847 -7.787  0.264
H -0.639 -2.347 -7.249  0.277
H -0.752 -2.820 -8.894  0.275
H -5.112 -2.483 -7.147  0.252
H -4.368 -3.710 -7.896  0.243
C -2.201 -8.997 -3.142  -1.474
C -3.334 -8.439 -2.357  0.510
C -3.009 -7.120 -1.737  -0.611
O -2.125 -7.300 -0.668  -0.286
C -1.810 -6.038 0.006  -0.626
N -4.484 -8.318 -3.260  -0.725
H -1.234 -9.044 -2.643  0.359
H -1.945 -8.500 -4.078  0.333
H -2.295 -10.080 -3.223  0.363
H -3.679 -9.131 -1.589  0.356
H -3.946 -6.718 -1.352  0.363
H -2.677 -6.447 -2.527  0.146
H -2.681 -5.586 0.481  0.307
H -1.383 -5.337 -0.710  0.268
H -1.043 -6.131 0.775  0.174
H -4.027 -8.173 -4.149  0.254
H -4.961 -9.182 -3.474  0.292
C 3.620 -4.465 2.996  -1.418
C 3.922 -5.671 3.905  0.586
C 3.275 -7.063 3.444  -0.831
O 1.848 -6.985 3.562  -0.237
C 1.170 -8.152 3.101  -0.747
N 5.282 -5.815 3.958  -0.708
H 4.247 -3.632 3.315  0.343
H 2.590 -4.111 3.037  0.336
H 3.913 -4.570 1.952  0.352
H 3.731 -5.442 4.954  0.215
H 3.784 -7.899 3.924  0.438
H 3.484 -7.245 2.390  0.320
H 0.124 -7.897 3.277  0.203
H 1.476 -9.028 3.672  0.336
H 1.474 -8.411 2.087  0.307
H 5.707 -4.939 4.224  0.240
H 5.619 -6.015 3.027  0.259
C 7.860 6.420 6.234  -1.520
C 7.088 5.153 5.832  0.438
C 7.494 4.685 4.431  -0.765
O 6.390 4.180 3.815  -0.277
C 6.561 3.990 2.463  -0.808
N 7.550 4.190 6.813  -0.728
H 7.655 6.795 7.237  0.388
H 7.652 7.169 5.470  0.371
H 8.912 6.137 6.195  0.305
H 6.015 5.317 5.933  0.376
H 8.311 3.965 4.453  0.345
H 7.841 5.556 3.875  0.397
H 6.910 4.931 2.038  0.292
H 5.713 3.543 1.944  0.276
H 7.384 3.295 2.297  0.351
H 6.765 3.569 6.946  0.268
H 8.199 3.616 6.293  0.279

***

Unit: kcal/mol. Relative energies: a 0.0; b 192.1.